Record 1
DFT (wB97M-V/def2-TZVPD) results for a structure of composition C6H11NO2 in a non-equilibrium geometry.

The value obtained for the largest force on an atom is 0.0882 hartree/bohr. The value obtained for the highest occupied orbital energy is -9.3 eV. As for the total energy: -11981.1922 eV. Its energy above the lowest of the compared OMol25 structures with the same formula, charge and spin is 117.06 kcal per mole.

Last column: natural (NBO) charge in e.
Positions of all 20 atoms, in Å:
O1 1.4969 -1.5785 -1.7689  -0.542
C1 0.3637 -1.2144 -2.0270  0.609
N1 -0.4780 -0.1564 -0.9946  -0.759
C2 0.0161 0.4292 0.2167  0.117
C3 1.3404 1.1997 0.4373  -0.398
C4 0.5945 1.2217 1.7980  -0.203
C5 -0.6970 1.5502 1.0010  -0.387
C6 0.2710 -0.2790 1.5747  -0.394
H1 0.0112 -1.0137 -3.0583  0.147
H2 -1.2170 0.3613 -1.4586  0.389
H3 2.2647 0.6092 0.3873  0.209
H4 1.4396 2.1603 -0.0876  0.194
H5 0.9334 1.6920 2.7267  0.214
H6 -0.7432 2.5350 0.5149  0.197
H7 -1.6518 1.2837 1.4758  0.197
H8 -0.6140 -0.6765 2.0916  0.196
H9 1.1160 -0.9802 1.6087  0.209
H10 -1.4174 -1.6595 -0.8453  0.513
O2 -1.2024 -2.7153 -1.4170  -0.972
H11 -1.8265 -2.7688 -2.1754  0.467

Record 2
DFT (wB97M-V/def2-TZVPD) results for an isolated molecule of C6H11NO2Si in a non-equilibrium geometry.

Its SMILES is CC[Si@]1(C)C=CC=[N+]([O-])O1. The value obtained for the largest force on an atom is 0.1484 hartree/bohr. The value obtained for the highest occupied orbital energy (spin up / spin down) is -8.6 / -8.6 eV. As for the total energy: -19856.2354 eV. Its energy above the lowest of the compared OMol25 structures with the same formula, charge and spin is 112.40 kcal per mole.

Last column: natural (NBO) charge in e.
Positions of all 21 atoms, in Å:
C1 1.2308 1.7388 0.4689  -0.233
C2 0.4533 1.1825 1.3852  -0.662
C3 -0.8450 0.0370 -1.0159  -0.773
C4 2.0020 0.8227 -0.2766  -0.119
C5 -2.1730 0.5048 -1.7264  -0.660
C6 -0.8045 -2.0766 1.6093  -1.122
N1 2.5850 -0.2961 -0.0668  0.384
O1 3.5345 -0.8283 -0.7177  -0.429
O2 1.7987 -0.9872 0.9153  -0.731
Si1 0.1585 -0.5788 0.9610  1.820
H1 1.2483 2.8347 0.1974  0.248
H2 -0.3350 1.7691 1.9930  0.234
H3 -0.0501 0.8129 -1.1063  0.195
H4 -0.4681 -0.7248 -1.7645  0.202
H5 2.7500 1.3691 -0.9083  0.225
H6 -2.8263 0.4872 -0.7910  0.208
H7 -2.3615 1.3699 -2.3514  0.229
H8 -2.8857 -0.3613 -2.0562  0.211
H9 -1.0289 -2.0007 2.6657  0.250
H10 -1.7826 -2.1198 1.1260  0.259
H11 -0.2003 -2.9550 1.4592  0.265

Record 3
DFT (wB97M-V/def2-TZVPD) results for an isolated molecule of C6H11NO3 in a non-equilibrium geometry.

Its SMILES is C[C@H]([N+](=O)[O-])[C@]1(C)O[C@@H]1C. The value obtained for the largest force on an atom is 0.1018 hartree/bohr. The value obtained for the highest occupied orbital energy is -10.6 eV. As for the total energy: -14028.3641 eV. Its energy above the lowest of the compared OMol25 structures with the same formula, charge and spin is 136.39 kcal per mole.

Last column: natural (NBO) charge in e.
Positions of all 21 atoms, in Å:
C1 -0.0504 -1.3969 0.7454  0.073
C2 0.2314 -0.4936 -0.3302  0.226
C3 -0.7282 -0.8953 2.0618  -0.638
C4 1.4871 -0.6511 -1.2444  -0.630
C5 0.0030 1.9175 -1.4482  -0.633
C6 -0.1195 1.0458 -0.1666  -0.132
N1 0.5844 1.7623 0.9347  0.537
O1 -0.1056 2.0348 1.8701  -0.369
O2 1.7793 2.0019 0.8330  -0.393
O3 -0.8404 -1.3265 -0.3957  -0.468
H1 0.5674 -2.2912 0.8849  0.182
H2 -0.0801 -0.1864 2.5059  0.227
H3 -1.0197 -1.7758 2.5850  0.220
H4 -1.5896 -0.3680 1.6453  0.218
H5 2.3349 -0.2032 -0.8604  0.228
H6 1.3392 -0.1260 -2.3141  0.205
H7 1.6807 -1.7101 -1.3735  0.222
H8 1.0771 2.0980 -1.6942  0.240
H9 -0.7268 2.7434 -1.3066  0.232
H10 -0.2304 1.3301 -2.2966  0.224
H11 -1.1154 1.0887 0.1660  0.227

Record 4
DFT (wB97M-V/def2-TZVPD) results for a cluster of 2 separate species, C6H11NO3S in total in a non-equilibrium geometry.

Its SMILES is CS(=O)(=O)C1=CCC=[N+]1[O-].C. The value obtained for the largest force on an atom is 0.0875 hartree/bohr. The value obtained for the highest occupied orbital energy is -9.1 eV. As for the total energy: -24863.1889 eV. Its energy above the lowest of the compared OMol25 structures with the same formula, charge and spin is 125.58 kcal per mole.

Last column: natural (NBO) charge in e.
Positions of all 22 atoms, in Å:
C1 -0.8837 -1.3107 0.6828  0.000
C2 -0.7259 -1.9332 -0.6123  -0.502
C3 0.6747 -1.6151 -0.9925  -0.130
C4 1.0720 -0.6765 -0.1386  -0.182
C5 -2.1053 2.1106 -0.6154  -0.874
C6 3.3436 0.0472 1.4838  -0.827
N1 0.1647 -0.5083 0.9012  0.105
O1 0.4478 0.2060 1.9233  -0.537
O2 2.3307 1.5486 -0.4314  -0.933
O3 3.4471 -0.5494 -1.2471  -0.923
S1 2.6919 0.1637 -0.2469  2.136
H1 -1.7969 -1.1119 1.2137  0.228
H2 -0.9374 -2.9418 -0.6710  0.250
H3 -1.3046 -1.4023 -1.2667  0.268
H4 1.3728 -1.8590 -1.7944  0.265
H5 -2.2774 2.8857 -1.2940  0.219
H6 -1.2700 1.7279 -1.2154  0.215
H7 -1.6674 2.4208 0.2781  0.228
H8 -3.0594 1.5163 -0.6525  0.212
H9 3.6962 1.1274 1.5629  0.268
H10 2.4445 0.0380 1.9720  0.270
H11 3.9598 -0.8464 1.4022  0.245

Record 5
DFT (wB97M-V/def2-TZVPD) results for a cluster of 2 separate species, C6H11NOS in total in a non-equilibrium geometry.

The value obtained for the largest force on an atom is 0.0806 hartree/bohr. The value obtained for the highest occupied orbital energy (spin up / spin down) is -8.6 / -8.4 eV. As for the total energy: -20769.0017 eV. Its energy above the lowest of the compared OMol25 structures with the same formula, charge and spin is 100.24 kcal per mole.

Last column: natural (NBO) charge in e.
Positions of all 20 atoms, in Å:
C1 -0.8422 1.9152 -0.5895  0.305
C2 1.3141 -0.5955 0.9251  -0.382
C3 1.3459 -1.0357 -0.5845  -0.405
C4 1.0219 0.8960 0.9150  -0.493
C5 0.3098 -0.1601 -1.2384  -0.514
C6 0.0547 0.8780 -0.2099  0.145
N1 -2.0060 -0.3282 1.0877  -0.808
O1 -1.2036 2.8740 0.0331  -0.525
S1 -2.6518 -1.3073 -0.0118  0.359
H1 -1.0989 1.7089 -1.7312  0.081
H2 0.3447 -1.0400 1.4342  0.217
H3 2.2341 -0.9148 1.3990  0.209
H4 2.3165 -1.0538 -0.9771  0.207
H5 0.9596 -2.0809 -0.7036  0.210
H6 0.5615 1.2766 1.7429  0.243
H7 1.9164 1.2533 0.5036  0.225
H8 0.7458 0.1400 -2.1709  0.235
H9 -0.6552 -0.6170 -1.3991  0.231
H10 -2.3333 0.6320 0.8675  0.356
H11 -2.3339 -2.4407 0.7080  0.106

Record 6
DFT (wB97M-V/def2-TZVPD) results for an isolated molecule of C6H11NOS in a non-equilibrium geometry.

The value obtained for the largest force on an atom is 0.0802 hartree/bohr. The value obtained for the highest occupied orbital energy (spin up / spin down) is -6.6 / -6.6 eV. As for the total energy: -20768.3800 eV. Its energy above the lowest of the compared OMol25 structures with the same formula, charge and spin is 114.58 kcal per mole.

Last column: natural (NBO) charge in e.
Positions of all 20 atoms, in Å:
C1 1.1815 0.1108 -1.2775  -0.334
C2 0.2733 0.2459 -0.1262  0.049
C3 2.6825 0.1096 -1.2604  -0.582
C4 -1.4068 -0.9379 -1.4214  -0.376
C5 0.7129 0.7794 1.2286  -0.657
C6 -1.8000 -0.5463 0.8857  -0.399
N1 -0.9301 -0.3640 -0.2902  -0.235
O1 2.3705 -2.1461 -2.6890  -0.962
S1 2.1422 -1.6754 -1.3312  1.097
H1 0.7304 0.5301 -2.1358  0.237
H2 3.1314 0.5224 -2.1079  0.246
H3 3.0394 0.3797 -0.2439  0.220
H4 -2.3842 -1.1791 -1.4525  0.171
H5 -0.9040 -1.3125 -2.2961  0.216
H6 1.0105 0.0706 2.0277  0.215
H7 -0.2064 1.3745 1.4921  0.217
H8 1.4437 1.5692 1.1448  0.230
H9 -1.6967 0.3165 1.5891  0.216
H10 -2.7592 -0.8004 0.5782  0.218
H11 -1.5000 -1.4900 1.5464  0.214